A structure of composition C19H25BrN2O5Ru, computed with wB97M-V/def2-TZVPD.

Its spin multiplicity is 2. As for the charge: +1. Its HOMO energy (alpha / beta) is -11.04 / -10.89 eV. Its HOMO-LUMO gap (alpha / beta) is 8.5 / 7.4 eV. Its energy above the lowest of the compared OMol25 structures with the same formula, charge and spin is 0.0 kJ/mol. The expectation value of S² is 0.76.

Geometry (Å):
Ru  0.435  0.788  -0.518
C  -2.458  -1.146  0.270
C  -1.651  -2.399  0.543
O  -0.442  -2.163  -0.125
C  0.694  -2.910  0.200
C  1.814  -2.162  -0.491
O  1.834  -0.781  -0.043
C  2.481  -0.598  1.238
C  1.708  0.450  2.019
O  0.458  -0.122  2.258
C  -0.594  0.711  2.732
C  -1.888  0.163  2.171
O  -1.779  0.022  0.759
H  -3.460  -1.201  0.703
H  -2.536  -1.010  -0.807
H  -2.175  -3.276  0.146
H  -1.481  -2.563  1.615
H  0.650  -3.938  -0.178
H  0.837  -2.951  1.289
H  1.616  -2.113  -1.557
H  2.795  -2.604  -0.311
H  3.514  -0.290  1.080
H  2.466  -1.533  1.794
H  1.026  2.359  1.609
H  2.221  0.739  2.945
H  -0.480  1.742  2.389
H  -0.623  0.714  3.825
H  -2.702  0.853  2.421
H  -2.111  -0.799  2.635
O  0.051  5.545  -3.230
C  -0.202  4.541  -2.379
C  -1.275  4.586  -1.474
C  -1.491  3.522  -0.620
N  -0.631  2.515  -0.682
C  0.346  2.443  -1.550
Br  -0.210  -0.346  -2.626
C  0.652  3.432  -2.445
H  -0.591  6.258  -3.134
H  -1.936  5.442  -1.452
H  -2.305  3.483  0.090
H  1.444  3.378  -3.175
N  1.553  1.634  1.132
C  2.825  2.269  0.771
C  3.437  2.004  -0.446
C  4.635  2.631  -0.755
C  5.216  3.516  0.143
C  4.598  3.778  1.355
C  3.401  3.153  1.672
H  2.996  1.312  -1.153
H  5.112  2.429  -1.704
H  6.149  4.004  -0.106
H  5.044  4.470  2.056
H  2.912  3.362  2.618

Formally, the Löwdin partial charges of the atoms, in units of the elementary charge, are as follows: 1.0814, -0.1599, -0.1748, -0.2309, -0.1788, -0.1458, -0.2951, -0.0810, -0.3088, -0.0890, -0.1432, -0.1662, -0.2049, 0.1371, 0.1008, 0.1419, 0.1266, 0.1449, 0.1294, 0.0749, 0.1419, 0.1421, 0.1410, 0.1120, 0.1751, 0.1116, 0.1428, 0.1395, 0.1271, 0.1043, -0.2897, 0.0137, -0.0765, -0.0692, -0.3774, 0.1464, 0.0305, 0.1250, 0.1220, 0.1263, 0.1286, -0.0439, -0.2553, -0.0471, -0.0504, -0.0631, -0.0588, -0.0204, 0.1005, 0.1153, 0.1132, 0.1134, 0.1209

---

The molecule C19H25BrN2O5S, computed with wB97M-V/def2-TZVPD.

Its HOMO energy is -8.37 eV. The SMILES is CCC(=O)N1CCc2cc(Br)cc(S(=O)(=O)CCC(=O)NC[C@@H]3CCCO3)c21. Its HOMO-LUMO gap is 8.8 eV. Its energy above the lowest of the compared OMol25 structures with the same formula, charge and spin is 13.0 kJ/mol.

Geometry (Å):
C  1.183  4.838  0.835
C  2.016  3.590  1.131
C  1.260  2.354  0.707
O  1.654  1.622  -0.181
N  0.090  2.096  1.358
C  -0.233  2.447  2.737
C  -0.962  1.209  3.291
C  -1.466  0.555  2.037
C  -2.409  -0.430  1.874
C  -2.738  -0.802  0.573
Br  -4.041  -2.142  0.311
C  -2.176  -0.180  -0.523
C  -1.199  0.791  -0.351
S  -0.750  1.731  -1.826
O  -0.405  3.071  -1.419
O  -1.890  1.605  -2.697
C  0.654  0.988  -2.734
C  0.495  -0.518  -2.810
C  0.794  -1.219  -1.487
O  -0.032  -1.881  -0.888
N  2.059  -1.072  -1.065
C  2.548  -1.608  0.178
C  3.828  -2.420  -0.067
C  4.411  -2.996  1.239
C  5.880  -2.573  1.193
C  5.805  -1.309  0.338
O  4.831  -1.591  -0.644
C  -0.824  1.132  0.934
H  0.377  4.954  1.554
H  0.745  4.755  -0.157
H  1.811  5.724  0.876
H  2.287  3.547  2.188
H  2.936  3.612  0.544
H  -0.902  3.314  2.747
H  0.667  2.688  3.301
H  -0.276  0.542  3.819
H  -1.767  1.478  3.973
H  -2.896  -0.891  2.719
H  -2.503  -0.411  -1.524
H  1.560  1.311  -2.237
H  0.571  1.449  -3.716
H  -0.529  -0.755  -3.104
H  1.171  -0.921  -3.569
H  2.709  -0.490  -1.569
H  1.764  -2.244  0.595
H  2.762  -0.785  0.869
H  3.610  -3.203  -0.802
H  4.288  -4.075  1.294
H  3.910  -2.546  2.097
H  6.302  -2.389  2.178
H  6.479  -3.327  0.683
H  6.735  -1.068  -0.178
H  5.498  -0.446  0.949

Formally, the Löwdin partial charges of the atoms, in units of the elementary charge, are as follows: -0.0716, -0.1390, -0.4340, 0.0410, 0.0331, -0.1034, -0.0772, -0.1413, -0.0516, -0.6665, 0.7594, -0.1185, -0.1743, 0.7345, -0.2991, -0.3075, -0.2042, -0.1121, -0.4985, 0.0595, 0.0772, -0.1177, -0.3105, -0.1251, -0.1519, -0.2036, -0.1064, -0.1284, 0.0664, 0.0657, 0.0758, 0.1071, 0.1194, 0.1285, 0.1217, 0.1235, 0.1219, 0.1135, 0.1102, 0.0747, 0.1109, 0.1201, 0.1292, 0.1420, 0.1335, 0.1281, 0.1532, 0.1135, 0.1125, 0.1098, 0.1131, 0.1220, 0.1217

---

A structure of composition C19H25Cl2O2P2Rh at a distorted geometry, computed with wB97M-V/def2-TZVPD.

Its spin multiplicity is 5. As for the charge: +2. Its HOMO energy (alpha / beta) is -13.51 / -15.02 eV. Its HOMO-LUMO gap (alpha / beta) is 8.0 / 4.0 eV. The expectation value of S² is 6.02.

Geometry (Å):
C  -0.382  -4.070  -4.349
C  -0.704  -3.058  -3.309
H  -1.285  -4.545  -4.747
H  0.256  -4.846  -3.900
H  0.151  -3.573  -5.175
O  -1.755  -2.613  -2.930
Cl  0.855  -2.460  -2.556
Rh  0.511  -0.657  -1.082
P  -0.016  1.254  -2.238
C  -1.497  2.203  -1.795
C  1.322  2.472  -2.149
H  0.572  0.059  -4.243
H  -0.211  1.630  -4.614
H  -1.195  0.236  -4.074
C  -0.232  0.748  -3.964
H  2.278  1.931  -2.140
H  1.265  3.136  -3.024
H  -1.601  3.056  -2.485
H  -1.406  2.581  -0.768
H  1.219  3.067  -1.233
H  -2.384  1.561  -1.876
C  -1.294  -0.928  -0.790
O  -2.427  -1.038  -0.542
Cl  2.842  -0.493  -1.555
C  2.536  0.436  1.566
P  0.850  0.053  0.998
C  0.451  -1.349  2.097
C  0.137  -1.140  3.448
C  -0.116  -2.239  4.278
C  -0.036  -3.542  3.774
C  0.334  -3.748  2.439
C  0.599  -2.650  1.608
C  -0.073  1.509  1.607
C  0.488  2.782  1.416
C  -0.136  3.913  1.945
C  -1.344  3.787  2.638
C  -1.925  2.527  2.789
C  -1.319  1.389  2.247
H  3.147  -0.455  1.394
H  2.509  0.675  2.638
H  2.950  1.278  1.007
H  0.114  -0.128  3.854
H  -0.377  -2.058  5.320
H  -0.297  -4.392  4.411
H  0.429  -4.755  2.042
H  0.914  -2.818  0.573
H  1.443  2.893  0.892
H  0.326  4.889  1.813
H  -1.833  4.671  3.057
H  -2.862  2.411  3.337
H  -1.789  0.407  2.350

Formally, the Löwdin partial charges of the atoms, in units of the elementary charge, are as follows: -0.0396, -0.6740, 0.1140, 0.1055, 0.1122, 0.0819, 0.6595, 0.3198, 0.7103, -0.2031, -0.2298, 0.0414, 0.0736, 0.0638, -0.2201, 0.0017, 0.0765, 0.0815, 0.0453, 0.0402, 0.0609, -0.3107, 0.1648, 0.2884, -0.2325, 0.8479, -0.3701, -0.0787, -0.0362, -0.0335, -0.0446, -0.1090, -0.3482, -0.1071, -0.0387, -0.0232, -0.0329, -0.0772, 0.0514, 0.0816, 0.0416, 0.1134, 0.1231, 0.1258, 0.1177, 0.0715, 0.0955, 0.1243, 0.1304, 0.1269, 0.1167

---

A structure of composition C19H25ClIrN3O7STe, computed with wB97M-V/def2-TZVPD.

Its spin multiplicity is 6. As for the charge: +1. Its HOMO energy (alpha / beta) is -10.34 / -11.08 eV. Its HOMO-LUMO gap (alpha / beta) is 8.2 / 6.3 eV. Its energy above the lowest of the compared OMol25 structures with the same formula, charge and spin is 57.9 kJ/mol. The expectation value of S² is 8.77.

Geometry (Å):
Ir  -0.077  0.609  0.330
C  -3.382  -3.042  1.904
N  -2.225  -2.296  2.391
C  -2.254  -1.850  3.779
C  -1.255  -1.884  1.576
O  -0.315  -1.162  1.937
C  -1.337  -2.332  0.117
O  -0.275  -1.797  -0.649
C  0.947  -2.495  -0.619
C  2.080  -1.595  -0.132
O  1.863  -0.414  0.178
N  3.303  -2.113  -0.056
C  3.656  -3.458  -0.490
C  4.424  -1.286  0.379
H  -3.932  -3.414  2.764
H  -3.083  -3.901  1.306
H  -4.048  -2.406  1.317
H  -2.369  -2.712  4.435
H  -3.094  -1.171  3.937
H  -1.324  -1.343  4.011
H  -2.258  -1.955  -0.327
H  -1.341  -3.424  0.052
H  1.179  -2.818  -1.639
H  0.882  -3.384  0.012
H  2.780  -4.064  -0.692
H  4.234  -3.946  0.294
H  4.267  -3.413  -1.393
H  4.053  -0.373  0.830
H  5.059  -1.036  -0.473
H  5.011  -1.844  1.107
Te  -1.022  0.035  -3.351
C  -1.076  0.056  -5.409
C  -2.044  0.828  -6.058
C  -2.127  0.787  -7.440
C  -1.248  -0.007  -8.166
C  -0.275  -0.761  -7.520
C  -0.184  -0.735  -6.139
H  -2.719  1.455  -5.488
H  -2.875  1.377  -7.951
H  -1.319  -0.037  -9.245
H  0.411  -1.368  -8.094
H  0.575  -1.323  -5.638
Cl  -0.023  6.213  1.162
C  -0.534  4.674  1.746
C  -1.558  4.567  2.670
C  -1.928  3.305  3.101
C  -1.271  2.205  2.589
N  -0.286  2.316  1.688
C  0.076  3.533  1.266
H  -2.055  5.455  3.036
H  -2.724  3.173  3.819
H  -1.516  1.197  2.898
H  0.856  3.588  0.521
O  -2.623  2.969  -0.306
S  -2.075  1.960  -1.164
O  -0.573  2.100  -1.375
O  -2.117  0.563  -0.492
O  -2.711  1.856  -2.492

Formally, the Löwdin partial charges of the atoms, in units of the elementary charge, are as follows: 1.3384, -0.0161, -0.1215, -0.0121, -0.4253, -0.0418, -0.1171, -0.2569, -0.1055, -0.3849, -0.0900, -0.1251, -0.0158, -0.0001, 0.0974, 0.0926, 0.1074, 0.0985, 0.1023, 0.0868, 0.1309, 0.1394, 0.1455, 0.1436, 0.0805, 0.1025, 0.1066, 0.0920, 0.1050, 0.0992, 1.6628, -0.6069, -0.1241, -0.0616, -0.0555, -0.0711, -0.1533, 0.1044, 0.1147, 0.1134, 0.1115, 0.0912, 0.7268, -0.6355, -0.0517, -0.0264, -0.1210, -0.0871, -0.1531, 0.1219, 0.1181, 0.1030, 0.1181, -0.2729, 0.2275, -0.5636, -0.5321, -0.4533